(1)
The following is a quantum chemistry calculation of a 2-piece molecular cluster, C4H14N2O overall at a distorted geometry, from OMol25.

Each line ends with the natural charge from an NBO analysis.
Cartesian coordinates (Å):
C1 1.41 0.77 -0.13  -0.210
C2 0.17 -0.09 -0.34  -0.462
C3 -0.05 -1.11 0.78  -0.118
C4 -1.21 -1.20 1.39  -0.058
N1 -1.54 -1.90 2.65  -0.686
N2 1.86 1.46 -1.43  -0.693
H1 1.07 1.51 0.60  0.253
H2 2.28 0.15 0.04  0.241
H3 -0.78 0.43 -0.39  0.226
H4 0.09 -0.64 -1.28  0.262
H5 0.77 -1.47 1.39  0.227
H6 -2.14 -0.88 0.93  0.226
H7 -0.78 -2.46 3.07  0.459
H8 -1.73 -1.22 3.38  0.459
H9 -2.37 -2.48 2.55  0.466
H10 2.12 2.44 -1.33  0.455
H11 2.69 0.97 -1.78  0.445
H12 1.22 1.42 -2.25  0.483
H13 -1.08 2.15 -2.82  0.498
H14 -1.35 0.86 -2.26  0.478
O1 -0.64 1.30 -2.76  -0.951

F_max, Eh/bohr: 0.0452
Charge: +2
Spin multiplicity: 1
E_tot, a.u.: -344.9096
E_LUMO, eV: -6.594



(2)
The following is a quantum chemistry calculation of C50H66Cl2NP3SiTi as an isolated structure at a distorted geometry, from OMol25.

Each line ends with the Mulliken charge.
Cartesian coordinates (Å):
Ti1 -0.28 -0.12 0.05  -0.613
C1 -0.73 -2.02 3.60  -1.057
C2 0.14 -0.78 3.87  0.881
C3 -0.04 -0.35 5.34  -1.755
P1 -0.08 0.51 2.58  0.805
C4 -1.55 1.59 2.99  3.346
C5 -2.73 0.79 3.54  -1.925
C6 -1.19 2.75 3.91  -1.569
C7 1.35 1.62 2.67  0.499
C8 2.19 1.68 3.79  -0.788
C9 3.21 2.61 3.84  -0.850
C10 3.41 3.49 2.78  -1.069
C11 2.59 3.41 1.66  0.325
C12 1.56 2.48 1.58  0.322
Si1 0.57 2.28 -0.01  -0.591
C13 1.75 2.65 -1.41  0.136
C14 1.92 3.93 -1.93  0.035
C15 2.92 4.19 -2.86  -1.112
C16 3.78 3.16 -3.25  -0.868
C17 3.61 1.88 -2.74  -0.262
C18 2.58 1.61 -1.84  -0.015
P2 2.28 0.01 -1.02  1.002
C19 3.51 0.09 0.37  1.715
C20 4.97 0.22 -0.06  -1.575
C21 3.34 -0.98 1.46  -1.368
C22 2.63 -1.39 -2.20  2.817
C23 3.50 -2.50 -1.61  -1.911
C24 3.11 -1.02 -3.60  -2.038
C25 -0.78 3.56 -0.10  0.944
C26 -0.53 4.91 0.18  -0.518
C27 -1.44 5.89 -0.20  -0.957
C28 -2.58 5.53 -0.90  -0.852
C29 -2.86 4.20 -1.16  -0.596
C30 -1.97 3.21 -0.73  -0.790
P3 -2.40 1.43 -0.89  1.463
C31 -4.24 1.50 -0.52  0.871
C32 -5.03 0.18 -0.45  -1.811
C33 -4.57 2.31 0.73  -1.659
C34 -2.31 1.17 -2.71  0.445
C35 -3.05 -0.08 -3.20  -1.971
C36 -0.83 1.15 -3.10  -1.360
H1 -0.34 -2.88 4.15  0.488
H2 -0.77 -2.28 2.55  -0.280
H3 -1.75 -1.85 3.94  0.399
H4 1.19 -1.06 3.72  0.880
H5 -1.09 -0.34 5.61  0.397
H6 0.38 0.62 5.58  0.323
H7 0.45 -1.10 5.97  0.430
H8 -1.83 2.01 2.02  -1.811
H9 -2.54 0.48 4.57  0.279
H10 -2.97 -0.10 2.96  0.298
H11 -3.62 1.42 3.56  0.628
H12 -0.82 2.40 4.88  0.284
H13 -2.09 3.33 4.10  0.477
H14 -0.44 3.42 3.48  0.307
H15 2.06 1.00 4.62  0.430
H16 3.86 2.65 4.71  0.464
H17 4.21 4.22 2.82  0.427
H18 2.80 4.06 0.81  0.424
H19 1.27 4.74 -1.63  0.605
H20 3.04 5.18 -3.28  0.438
H21 4.57 3.36 -3.96  0.491
H22 4.30 1.11 -3.05  0.435
H23 3.21 1.04 0.82  -0.798
H24 5.35 -0.67 -0.56  0.216
H25 5.58 0.39 0.83  0.456
H26 5.12 1.08 -0.72  0.427
H27 3.74 -1.95 1.15  0.542
H28 2.30 -1.13 1.73  -0.402
H29 3.88 -0.67 2.36  0.518
H30 1.63 -1.80 -2.32  -1.510
H31 4.54 -2.19 -1.54  0.364
H32 3.46 -3.36 -2.28  0.467
H33 3.17 -2.84 -0.63  0.136
H34 4.17 -0.78 -3.62  0.496
H35 2.55 -0.19 -4.05  0.415
H36 2.97 -1.89 -4.24  0.471
H37 0.38 5.20 0.70  0.525
H38 -1.25 6.93 0.04  0.469
H39 -3.28 6.30 -1.23  0.455
H40 -3.78 3.95 -1.68  0.388
H41 -4.59 2.04 -1.40  0.651
H42 -4.93 -0.27 0.53  0.343
H43 -4.76 -0.55 -1.21  0.297
H44 -6.09 0.41 -0.58  0.476
H45 -4.36 1.72 1.62  0.203
H46 -5.65 2.52 0.74  0.510
H47 -4.05 3.26 0.80  0.304
H48 -2.77 2.05 -3.15  0.978
H49 -2.74 -0.97 -2.65  0.243
H50 -2.82 -0.25 -4.25  0.564
H51 -4.13 0.03 -3.11  0.419
H52 -0.28 0.35 -2.58  0.016
H53 -0.33 2.10 -2.89  0.204
H54 -0.71 0.95 -4.17  0.763
N1 0.13 -1.78 -0.54  0.565
C37 0.03 -2.97 -0.98  0.123
C38 -0.84 -3.25 -2.17  -0.023
C39 -1.82 -4.25 -2.07  0.208
C40 -2.67 -4.51 -3.13  -1.220
C41 -2.53 -3.81 -4.32  -0.702
C42 -1.55 -2.83 -4.44  -0.839
C43 -0.72 -2.54 -3.36  0.133
C44 0.66 -4.13 -0.30  0.416
C45 0.92 -5.31 -1.01  -0.726
C46 1.59 -6.36 -0.41  -0.883
C47 2.01 -6.26 0.91  -0.720
C48 1.75 -5.09 1.63  -1.157
C49 1.09 -4.04 1.03  0.311
H55 -1.89 -4.83 -1.15  0.657
H56 -3.43 -5.28 -3.04  0.480
H57 -3.18 -4.03 -5.16  0.463
H58 -1.44 -2.29 -5.37  0.527
H59 0.02 -1.76 -3.46  0.283
H60 0.61 -5.39 -2.05  0.466
H61 1.80 -7.26 -0.98  0.487
H62 2.53 -7.08 1.38  0.442
H63 2.07 -5.01 2.66  0.502
H64 0.92 -3.13 1.57  0.324
Cl1 -2.55 -1.60 0.62  -0.429
C50 -3.45 -3.11 1.07  -0.500
Cl2 -4.34 -2.92 2.55  -0.080
H65 -2.72 -3.90 1.19  0.252
H66 -4.12 -3.29 0.25  0.490

F_max, Eh/bohr: 0.0249
Charge: +2
Spin multiplicity: 1
E_tot, a.u.: -5082.6039
E_LUMO, eV: -5.946



(3)
The following is a quantum chemistry calculation of C14H31CuINSi4 as an isolated structure, from OMol25.

Each line ends with the natural charge from an NBO analysis.
Cartesian coordinates (Å):
Cu1 -0.75 0.62 1.53  0.510
I1 0.92 0.10 4.36  0.213
C1 -1.09 0.67 4.45  0.085
C2 -1.73 0.76 5.67  -0.266
C3 -3.06 1.15 5.68  -0.136
C4 -3.70 1.43 4.47  -0.252
C5 -2.97 1.31 3.31  0.063
N1 -1.68 0.94 3.29  -0.556
H1 -1.21 0.54 6.58  0.241
H2 -3.60 1.22 6.61  0.230
H3 -4.73 1.73 4.44  0.235
H4 -3.41 1.52 2.34  0.220
C6 -0.26 2.74 -2.65  -1.108
Si1 -0.81 0.96 -2.34  1.309
C7 -2.68 0.95 -2.14  -1.106
C8 -0.39 -0.04 -3.89  -1.113
Si2 0.23 0.10 -0.44  -0.751
Si3 0.06 -2.22 -0.55  1.312
C9 1.23 -3.00 -1.81  -1.116
C10 -1.69 -2.74 -1.00  -1.110
C11 0.45 -2.98 1.14  -1.110
Si4 2.50 0.63 -0.53  1.311
C12 3.22 0.39 -2.25  -1.114
C13 3.46 -0.47 0.67  -1.107
C14 2.79 2.42 -0.02  -1.108
H5 -0.78 3.16 -3.52  0.230
H6 0.81 2.80 -2.84  0.231
H7 -0.49 3.37 -1.79  0.233
H8 -3.18 1.28 -3.05  0.228
H9 -2.98 1.62 -1.33  0.227
H10 -3.04 -0.05 -1.89  0.233
H11 -0.85 0.40 -4.78  0.230
H12 -0.75 -1.07 -3.79  0.230
H13 0.69 -0.08 -4.05  0.235
H14 1.06 -2.59 -2.81  0.235
H15 1.09 -4.09 -1.86  0.229
H16 2.27 -2.81 -1.55  0.229
H17 -1.97 -2.38 -1.99  0.230
H18 -2.42 -2.34 -0.28  0.230
H19 -1.79 -3.83 -1.00  0.229
H20 1.44 -2.67 1.49  0.232
H21 0.44 -4.08 1.09  0.228
H22 -0.28 -2.67 1.88  0.227
H23 3.07 -0.63 -2.61  0.235
H24 4.29 0.60 -2.26  0.230
H25 2.74 1.06 -2.97  0.230
H26 3.40 -1.52 0.38  0.231
H27 3.07 -0.37 1.68  0.225
H28 4.52 -0.19 0.68  0.230
H29 2.22 3.10 -0.66  0.234
H30 3.85 2.68 -0.11  0.228
H31 2.48 2.59 1.01  0.232

F_max, Eh/bohr: 0.0029
Charge: 0
Spin multiplicity: 1
E_tot, a.u.: -3703.0382
E_LUMO, eV: -0.342



(4)
The following is a quantum chemistry calculation of C9H27ClI2IrOP3 as an isolated structure at a distorted geometry, from OMol25.

Each line ends with the natural charge from an NBO analysis.
Cartesian coordinates (Å):
I1 -2.09 -2.22 0.09  0.571
I2 -1.74 1.23 2.35  0.161
Ir1 1.96 0.81 -1.02  0.656
P1 1.40 -0.77 1.01  0.829
C1 0.39 -1.99 2.10  -0.898
C2 2.72 -1.95 0.59  -0.937
H1 3.14 -2.30 1.53  0.253
H2 2.66 -0.84 3.10  0.245
H3 3.45 -1.48 -0.05  0.249
H4 2.90 0.73 2.19  0.252
H5 -0.34 -2.57 1.52  0.205
H6 2.25 -2.77 0.08  0.243
C3 2.18 -0.02 2.53  -0.900
H7 1.11 -2.70 2.54  0.255
H8 1.39 0.44 3.15  0.238
H9 -0.17 -1.53 2.92  0.231
P2 -0.12 1.15 -1.55  0.874
C4 -1.98 1.04 -1.88  -0.894
C5 -0.16 3.03 -1.42  -0.914
H10 1.57 0.95 -3.34  0.250
H11 0.02 1.79 -3.81  0.267
H12 0.07 0.03 -3.63  0.258
C6 0.48 0.96 -3.28  -0.925
H13 0.87 3.38 -1.24  0.250
H14 -0.58 3.39 -2.37  0.245
H15 -2.14 1.49 -2.87  0.261
H16 -2.64 1.60 -1.18  0.246
H17 -0.82 3.31 -0.60  0.247
H18 -2.35 0.01 -1.91  0.232
Cl1 3.94 1.78 -0.76  -0.367
C7 -4.76 -2.00 1.18  -1.031
P3 -3.74 -0.58 1.72  1.791
C8 -4.70 0.75 1.07  -1.011
C9 -3.37 -1.20 3.37  -1.002
O1 -2.41 -0.32 0.72  -0.989
H19 -4.32 -2.97 1.30  0.267
H20 -5.00 -2.00 0.12  0.271
H21 -5.70 -2.11 1.65  0.289
H22 -5.60 0.83 1.64  0.286
H23 -4.13 1.67 1.03  0.281
H24 -5.03 0.45 0.06  0.287
H25 -3.14 -2.27 3.34  0.289
H26 -2.60 -0.65 3.92  0.284
H27 -4.31 -1.20 3.93  0.303

F_max, Eh/bohr: 0.0984
Expectation value of S²: 6.03
Charge: +2
Spin multiplicity: 5
E_tot, a.u.: -2617.5393
E_LUMO (spin up / spin down), eV: -8.096 / -9.331



(5)
The following is a quantum chemistry calculation of an isolated ion of composition C2H4NO and charge +1 at a distorted geometry, from OMol25.

Each line ends with the natural charge from an NBO analysis.
Cartesian coordinates (Å):
C1 0.51 -0.02 0.67  0.041
C2 -0.16 0.00 -1.67  0.498
N1 0.30 0.19 -0.67  -0.172
O1 -0.74 -0.38 1.09  -0.626
H1 1.02 0.75 1.15  0.235
H2 1.08 -0.98 0.69  0.251
H3 -0.77 -0.09 -2.48  0.280
H4 -1.24 0.53 1.22  0.492

F_max, Eh/bohr: 0.0821
Charge: +1
Spin multiplicity: 1
E_tot, a.u.: -208.2339
E_LUMO, eV: -5.315



(6)
The following is a quantum chemistry calculation of a 2-piece molecular cluster, C8H19NO overall at a distorted geometry, from OMol25.

Each line ends with the natural charge from an NBO analysis.
Cartesian coordinates (Å):
C1 2.17 0.27 1.26  -0.397
C2 2.60 -0.98 2.05  -0.604
C3 2.88 1.61 1.41  -0.622
H1 2.13 -0.02 0.20  0.188
H2 1.07 0.33 1.40  0.188
H3 3.49 -1.32 1.50  0.202
H4 3.55 1.60 2.27  0.208
H5 1.84 -1.73 1.87  0.211
H6 2.75 -0.82 3.11  0.205
H7 3.42 1.82 0.49  0.211
H8 2.23 2.45 1.63  0.213
C4 -1.23 -0.16 0.03  -0.233
C5 -1.15 -1.54 0.61  -0.701
C6 -3.40 -0.33 -0.89  -0.438
C7 -0.16 0.95 -2.48  -0.711
C8 -1.62 0.47 -2.34  0.692
O1 -2.37 0.78 -3.23  -0.601
N1 -1.97 -0.29 -1.25  -0.449
H9 -1.61 0.63 0.69  0.194
H10 -0.22 0.08 -0.27  0.216
H11 -0.73 -2.26 -0.12  0.238
H12 -1.91 -2.42 0.54  0.241
H13 -3.97 -0.96 -1.57  0.225
H14 -0.13 1.98 -2.83  0.240
H15 -1.02 -1.71 1.65  0.230
H16 -3.53 -0.33 0.18  0.214
H17 -3.88 0.66 -1.09  0.201
H18 0.43 0.90 -1.58  0.200
H19 0.36 0.35 -3.23  0.238

F_max, Eh/bohr: 0.0770
Charge: 0
Spin multiplicity: 1
E_tot, a.u.: -446.1246
E_LUMO, eV: 0.809



Q: Which of these has the highest F_max?
A: C9H27ClI2IrOP3